Arrangement i

Molecular formula: H12O6
Method: DFT, the ωB97M-V functional and the def2-TZVPD basis

Last column: Löwdin charge in e.
Positions of all 18 atoms, in Å:
O1 3.7169 0.1402 1.3223  -0.058
H1 4.5988 0.5170 1.2855  0.057
H2 3.3690 0.2289 0.4145  0.010
O2 -1.9059 -1.5138 5.5445  -0.062
H3 -0.9480 -1.5593 5.4625  0.033
H4 -2.2371 -2.2631 5.0396  0.029
O3 2.5368 1.2487 3.5568  -0.087
H5 3.3900 1.6774 3.6733  0.020
H6 2.7390 0.7791 2.7294  -0.020
O4 1.2796 -1.8995 -4.1867  -0.064
H7 2.0473 -1.6476 -4.7079  0.032
H8 0.8415 -2.5826 -4.7046  0.034
O5 -9.1756 2.0267 -3.9748  -0.061
H9 -9.9803 1.5068 -3.8898  0.030
H10 -8.7118 1.9068 -3.1408  0.031
O6 3.1973 0.5896 -1.4279  -0.045
H11 2.8207 -0.2996 -1.4225  0.057
H12 2.4220 1.1443 -1.5733  0.064

Results
Net charge: 0
LUMO, eV: 0.399
Frontier orbital gap, eV: 10.988

Arrangement ii

Molecular formula: H12O6
Method: DFT, the ωB97M-V functional and the def2-TZVPD basis

Last column: Löwdin charge in e.
Positions of all 18 atoms, in Å:
O1 0.9810 3.0791 2.7006  -0.078
H1 0.7250 2.6077 1.8868  -0.004
H2 1.9399 3.1647 2.6606  0.031
O2 1.4652 -1.6628 -1.5959  -0.054
H3 2.2001 -1.1635 -1.2203  0.060
H4 0.8720 -1.8283 -0.8474  0.029
O3 -1.0952 -3.5210 1.4786  -0.067
H5 -0.8937 -3.2701 2.3855  0.033
H6 -1.0198 -2.6970 0.9779  -0.013
O4 -0.6872 -0.7441 0.3466  -0.049
H7 -1.2359 -0.6847 -0.4481  0.066
H8 -0.4707 0.1743 0.5580  0.026
O5 -0.0459 -0.1123 -3.4394  -0.089
H9 0.5610 -0.5111 -2.7839  -0.015
H10 -0.1104 -0.7672 -4.1411  0.031
O6 -0.9053 2.3542 0.7059  -0.044
H11 -0.6710 2.6223 -0.1932  0.069
H12 -1.6091 2.9597 0.9687  0.071

Results
Net charge: 0
LUMO, eV: 0.079
Frontier orbital gap, eV: 11.186

Arrangement iii

Molecular formula: H12O6
Method: DFT, the ωB97M-V functional and the def2-TZVPD basis

Last column: Löwdin charge in e.
Positions of all 18 atoms, in Å:
O1 0.0576 2.3357 0.5904  0.019
H1 0.7407 2.0750 1.2081  0.062
H2 0.3913 3.1376 0.1879  0.102
O2 -0.4741 0.2057 -0.1300  -0.014
H3 -0.0951 0.9772 0.2911  -0.051
H4 -0.0495 -0.5360 0.3012  0.035
O3 -0.5517 -2.1098 0.9643  -0.036
H5 0.1920 -1.6974 1.4038  0.080
H6 -0.9383 -2.6789 1.6298  0.103
O4 -2.2232 0.8625 -1.2982  -0.080
H7 -1.6224 0.4838 -0.6564  -0.139
H8 -1.9686 0.4631 -2.1300  0.023
O5 -0.4696 -2.6636 -1.2244  -0.074
H9 -0.5878 -2.0306 -0.5162  -0.065
H10 -0.3129 -3.4960 -0.7786  0.023
O6 2.6405 1.6025 -0.3355  -0.025
H11 1.9556 1.2047 0.2019  -0.008
H12 3.3153 1.8645 0.2908  0.043

Results
Net charge: 0
LUMO, eV: -0.450
Frontier orbital gap, eV: 8.892

Quick one: least stable of them? arrangement iii

Arrangement i

Molecular formula: H12O6
Method: DFT, the ωB97M-V functional and the def2-TZVPD basis

Last column: Löwdin charge in e.
Positions of all 18 atoms, in Å:
O1 0.6683 0.7559 -0.6124  -0.014
H1 0.1361 0.3750 -1.2717  -0.025
H2 0.0184 0.9423 0.0233  -0.015
O2 -1.3183 -0.3577 -2.0734  -0.015
H3 -2.2438 -0.5410 -1.9263  0.070
H4 -1.1617 -0.5719 -2.9821  0.062
O3 -1.0280 2.0989 1.5824  -0.002
H5 -0.5900 2.4175 2.3512  0.057
H6 -1.9219 2.3562 1.7039  0.053
O4 -0.6207 -0.4795 2.2386  -0.042
H7 0.2738 -0.2370 2.4054  0.021
H8 -1.0563 0.3640 2.1452  -0.026
O5 -0.2045 -2.6565 -0.2748  -0.086
H9 0.5430 -2.4099 0.3238  0.053
H10 -0.5571 -1.8578 -0.6945  -0.017
O6 3.3298 -0.1639 -0.7145  -0.085
H11 2.4525 0.2614 -0.5673  -0.005
H12 3.2804 -0.2959 -1.6566  0.013

Results
Net charge: 0
LUMO, eV: 0.059
Frontier orbital gap, eV: 10.535

Arrangement ii

Molecular formula: H12O6
Method: DFT, the ωB97M-V functional and the def2-TZVPD basis

Last column: Löwdin charge in e.
Positions of all 18 atoms, in Å:
O1 2.5354 0.6247 1.1948  -0.026
H1 1.8394 0.6117 0.5718  -0.060
H2 3.2524 0.5367 0.6268  -0.003
O2 -1.8516 -2.5843 0.3108  -0.035
H3 -2.5076 -2.2093 -0.2802  0.037
H4 -1.5606 -1.8343 0.7908  -0.044
O3 0.4374 -1.6443 -2.2352  -0.018
H5 -0.4646 -1.7193 -2.4932  0.050
H6 1.1374 -1.0553 -2.4932  0.060
O4 0.5394 0.4827 -0.5022  -0.061
H7 0.3614 -0.2923 -1.0962  0.040
H8 -0.0366 0.0917 0.1098  -0.016
O5 0.3324 3.1077 -0.1292  -0.049
H9 0.1004 2.2437 -0.1262  -0.101
H10 -0.5896 3.5517 -0.1182  0.089
O6 -1.2216 -0.0763 1.5918  -0.054
H11 -0.6796 -0.5383 2.3028  0.122
H12 -1.6246 0.7037 1.9748  0.068

Results
Net charge: 0
LUMO, eV: 0.110
Frontier orbital gap, eV: 10.715

Quick one: least stable of them? arrangement ii

Arrangement i

Molecular formula: C7H11N5
Method: DFT, the ωB97M-V functional and the def2-TZVPD basis

Last column: Löwdin charge in e.
Positions of all 23 atoms, in Å:
C1 -1.7088 -0.8536 0.7788  0.060
N1 -0.5493 -0.5061 -0.2261  -0.085
C2 -1.2131 0.3363 -1.1985  -0.018
C3 0.6981 0.1777 0.3844  -0.210
C4 1.6123 -0.8350 1.4734  0.062
N2 2.6012 -1.4541 1.0672  0.142
C5 3.0059 -1.4324 -0.3409  0.038
N3 2.6654 -0.3634 -0.9143  0.221
C6 1.8728 0.5678 -0.5271  -0.178
N4 2.0549 1.8944 -0.3852  0.212
C7 1.1290 2.3779 0.4120  -0.071
N5 0.2564 1.4929 0.8332  0.169
H1 -1.8196 0.0557 1.3456  0.098
H2 -2.6669 -0.8650 0.2339  0.116
H3 -1.7071 -1.7567 1.4077  0.124
H4 -0.3382 -1.4056 -0.6520  0.187
H5 -1.8093 1.1019 -0.7530  0.106
H6 -0.4907 0.8218 -1.9130  0.137
H7 -1.9236 -0.4018 -1.7032  0.156
H8 1.1807 -1.0194 2.5098  0.178
H9 3.8186 -2.0701 -0.6571  0.165
H10 2.8255 2.4669 -0.8135  0.237
H11 1.1627 3.4187 0.4701  0.154

Results
Net charge: +2
LUMO, eV: -10.389
Frontier orbital gap, eV: 8.221

Arrangement ii

Molecular formula: C7H11N5
Method: DFT, the ωB97M-V functional and the def2-TZVPD basis

Last column: Löwdin charge in e.
Positions of all 23 atoms, in Å:
C1 -1.5451 1.9029 -0.9968  0.039
C2 -0.9119 1.9203 -2.2311  0.038
C3 -1.1526 0.9523 -0.0555  0.042
C4 0.2511 1.1229 -2.3801  -0.011
C5 -0.1094 0.1156 -0.3414  -0.333
C6 -0.2843 -1.8804 0.8927  -0.140
C7 2.0685 -0.2225 1.5680  -0.253
N1 0.6504 0.2903 -1.4566  0.157
N2 2.9590 -0.4564 0.8358  0.283
N3 0.3190 -0.7748 0.5696  0.010
N4 -1.3673 -2.2672 0.2207  0.191
N5 1.5178 0.5446 2.4502  0.238
H1 -2.2974 2.5599 -0.7453  0.115
H2 -1.2692 2.5941 -2.9593  0.123
H3 -1.7451 0.7960 0.8145  0.136
H4 0.7305 1.0899 -3.3907  0.173
H5 0.2821 -2.5477 1.5901  0.175
H6 1.5125 -0.4429 -1.5034  0.260
H7 3.6699 -1.1082 0.3395  0.205
H8 -2.0252 -3.0093 0.2635  0.131
H9 -1.5073 -1.7095 -0.6499  0.143
H10 2.0373 1.4010 2.6995  0.184
H11 0.6518 0.4526 2.8276  0.094

Results
Net charge: +2
LUMO, eV: -7.804
Frontier orbital gap, eV: 9.288

Arrangement iii

Molecular formula: C7H11N5
Method: DFT, the ωB97M-V functional and the def2-TZVPD basis

Last column: Löwdin charge in e.
Positions of all 23 atoms, in Å:
C1 3.6930 -0.0180 2.5900  0.009
C2 3.7812 0.4597 1.2866  -0.008
C3 2.4367 -0.3792 3.1395  0.006
C4 1.4642 0.1295 0.9631  -0.006
C5 -0.8748 -0.8119 -1.0511  -0.214
C6 -2.8507 0.5066 -1.6769  -0.310
C7 -3.5027 -0.4717 -2.5149  0.026
N1 2.6825 0.4918 0.5443  0.064
N2 1.3925 -0.2968 2.3127  0.055
N3 -3.3613 1.6926 -1.4418  0.290
N4 0.0430 -1.5950 -1.0364  0.242
N5 -1.6952 0.0959 -1.1065  0.201
H1 4.6617 0.0335 3.1540  0.150
H2 4.7978 0.9097 0.7961  0.218
H3 2.1893 -0.6556 4.2180  0.181
H4 -2.8679 -1.3801 -2.6755  0.121
H5 -4.6018 -0.6627 -2.2042  0.163
H6 -3.6488 -0.0696 -3.4641  0.086
H7 -4.1476 1.8652 -1.9286  0.102
H8 -2.8129 2.4545 -1.1495  0.144
H9 2.6593 0.8246 -0.3729  0.136
H10 0.1430 -2.5777 -1.1900  0.114
H11 0.4195 -0.5454 2.8080  0.230

Results
Net charge: +2
LUMO, eV: -7.617
Frontier orbital gap, eV: 8.711

Quick one: least stable of them? arrangement i

Arrangement i

Molecular formula: C3H8NOP
Method: DFT, the ωB97M-V functional and the def2-TZVPD basis

Last column: Löwdin spin population.
Positions of all 14 atoms, in Å:
C1 1.3167 -1.4135 0.1495  0.487
C2 -0.4330 -0.5659 1.5214  0.035
C3 -0.9759 1.4951 -1.1962  0.104
N1 0.4463 -0.5539 0.4111  0.318
O1 1.6243 0.7712 -1.6122  0.501
P1 0.6534 1.1786 -0.3818  0.418
H1 1.5257 -2.2497 0.7809  0.055
H2 1.7584 -1.3889 -0.7466  0.051
H3 0.0575 -0.9819 2.4226  0.012
H4 -0.8826 0.3317 1.8351  0.003
H5 -1.1303 -1.3125 1.1910  0.011
H6 -1.8012 2.1924 -0.7905  -0.001
H7 -0.6673 1.8766 -2.2471  0.001
H8 -1.4919 0.6207 -1.3372  0.006

Results
Net charge: 0
Multiplicity: 3
LUMO (spin up / spin down), eV: 0.905 / -2.301
Frontier orbital gap (spin up / spin down), eV: 6.260 / 8.003

Arrangement ii

Molecular formula: C3H8NOP
Method: DFT, the ωB97M-V functional and the def2-TZVPD basis

Last column: Löwdin spin population.
Positions of all 14 atoms, in Å:
C1 -0.7418 -0.3144 -0.1862  0.008
C2 -1.3678 1.1255 -0.3910  0.001
C3 -1.7995 -1.4092 0.0806  0.001
N1 3.5612 0.5143 0.5572  0.412
O1 0.4767 -0.4229 -0.1676  0.066
P1 3.2302 -0.4528 -0.6520  1.461
H1 -1.9750 1.1118 -1.2402  0.000
H2 -0.5345 1.8756 -0.5815  0.000
H3 -2.0730 1.3987 0.3869  0.000
H4 -1.5453 -2.2556 0.6393  0.000
H5 -2.2169 -1.7726 -0.8560  0.000
H6 -2.6307 -0.9601 0.3954  0.000
H7 3.7952 1.4862 0.4780  0.021
H8 3.8211 0.0756 1.5373  0.029

Results
Net charge: 0
Multiplicity: 3
LUMO (spin up / spin down), eV: 0.919 / 0.253
Frontier orbital gap (spin up / spin down), eV: 6.715 / 9.917

Quick one: least stable of them? arrangement i